# 1
The following is a quantum chemistry calculation of 2 unconnected molecules or ions with the total composition C5H12N2O2, from the Open Molecules 2025 dataset.

Element x y z (Å)
C (0.024, 0.453, -2.020)
C (-1.878, -1.039, 1.568)
C (0.547, 1.752, 0.748)
N (-1.109, -0.368, -1.689)
C (0.905, 0.348, 0.375)
C (0.865, -0.168, -0.930)
N (1.562, -1.323, -1.224)
O (-1.097, -0.372, 0.636)
O (1.801, -0.281, 1.203)
H (1.771, 0.132, 2.073)
H (-1.858, 0.201, -1.303)
H (1.356, -1.741, -2.118)
H (1.772, -1.925, -0.438)
H (0.427, 0.204, -3.008)
H (-0.093, 1.533, -1.920)
H (-1.284, -1.717, 2.206)
H (-2.442, -0.354, 2.226)
H (-2.617, -1.670, 1.046)
H (1.403, 2.426, 0.616)
H (0.235, 1.791, 1.794)
H (-0.289, 2.119, 0.159)

ΔE to the lowest compared entry with this formula, charge and spin	620.1	kJ/mol
charge	0
DFT total energy	-457.5128	Eh
highest occupied orbital energy (alpha / beta)	-7.592 / -7.346	eV
max |F|	1.3	eV/A
lowest unoccupied orbital energy (alpha / beta)	-0.4 / 0.4	eV
orbital gap (alpha / beta)	0.265 / 0.286	Ha

Atomic partial charges in e from the natural (NBO) method, atoms 1 to 4: number 1, C, carries -0.310; number 2, C, carries -0.241; number 3, C, carries -0.672; number 4, N, carries -0.442


# 2
The following is a quantum chemistry calculation of C5H12N2O2 in the gas phase, from the Open Molecules 2025 dataset.

Element x y z (Å)
C (-1.718, -1.165, 0.084)
C (-0.198, -1.153, 0.290)
O (0.057, -2.045, 1.392)
O (0.513, -1.449, -0.826)
H (0.807, -2.573, 1.089)
H (-2.016, -0.482, -0.714)
H (-1.986, -2.173, -0.227)
H (-2.254, -0.915, 1.000)
C (-0.486, 1.312, 1.318)
C (0.870, 0.567, -0.763)
N (0.086, 1.303, -1.580)
N (2.205, 0.589, -1.010)
C (0.396, 0.273, 0.641)
H (0.324, 1.346, -2.560)
H (-0.903, 1.287, -1.390)
H (2.685, -0.168, -0.540)
H (2.479, 0.657, -1.982)
H (1.275, 0.090, 1.259)
H (-0.783, 0.927, 2.294)
H (0.046, 2.254, 1.463)
H (-1.399, 1.519, 0.760)

ΔE to the lowest compared entry with this formula, charge and spin	180.1	kJ/mol
charge	0
DFT total energy	-457.6803	Eh
highest occupied orbital energy	-8.136	eV
max |F|	0.9	eV/A
lowest unoccupied orbital energy	0.7	eV
orbital gap	0.323	Ha

Atomic partial charges in e from the natural (NBO) method, atoms 1 to 4: number 1, C, carries -0.652; number 2, C, carries 0.538; number 3, O, carries -0.762; number 4, O, carries -0.819


# 3
The following is a quantum chemistry calculation of 2 unconnected molecules or ions with the total composition C5H12N2O2P, from the Open Molecules 2025 dataset.

Element x y z (Å)
C (-2.789, 0.723, -0.240)
C (-1.139, -2.713, -0.445)
C (-1.357, 1.263, -0.659)
C (2.637, 0.508, 0.288)
C (4.050, 1.046, 0.382)
N (-2.439, -0.457, 0.567)
N (-0.343, -1.791, -0.055)
O (-0.399, 0.777, 0.313)
O (2.308, -0.555, -0.285)
P (-0.843, -0.468, 1.139)
H (-3.401, 1.440, 0.405)
H (-3.356, 0.748, -1.259)
H (-2.229, -2.727, -0.102)
H (-0.797, -3.535, -1.108)
H (-1.073, 0.926, -1.700)
H (-1.349, 2.387, -0.564)
H (1.970, 1.097, 0.804)
H (4.244, 1.274, 1.411)
H (4.074, 2.049, -0.306)
H (4.827, 0.258, 0.187)
H (-3.220, -0.518, 1.351)
H (0.621, -1.732, -0.124)

ΔE to the lowest compared entry with this formula, charge and spin	198.3	kJ/mol
charge	+1
DFT total energy	-798.7730	Eh
highest occupied orbital energy	-13.467	eV
max |F|	4.7	eV/A
lowest unoccupied orbital energy	-4.3	eV
orbital gap	0.336	Ha

Atomic partial charges in e from the natural (NBO) method, atoms 1 to 4: number 1, C, carries -0.261; number 2, C, carries 0.116; number 3, C, carries -0.101; number 4, C, carries 0.471


# 4
The following is a quantum chemistry calculation of a gas-phase ion, C5H12N2O2S (charge +2), from the Open Molecules 2025 dataset.

Element x y z (Å)
C (-0.891, -0.216, -0.084)
C (-0.197, -1.656, -0.457)
C (1.444, 0.570, -0.335)
C (1.591, -0.488, 0.736)
C (-0.089, 0.989, -0.495)
N (1.183, -1.837, 0.200)
N (-0.674, 2.196, 0.238)
O (-3.086, 1.168, 0.218)
O (-3.335, -1.319, 0.338)
S (-2.600, -0.188, -0.066)
H (-0.857, -2.362, -0.219)
H (0.053, -1.841, -1.451)
H (2.152, 1.480, -0.267)
H (1.875, 0.293, -1.241)
H (2.567, -0.683, 1.032)
H (1.017, -0.138, 1.624)
H (-0.311, 1.443, -1.567)
H (0.989, -2.451, 0.930)
H (1.633, -2.350, -0.564)
H (-0.120, 3.002, 0.036)
H (-0.627, 2.327, 1.283)
H (-1.716, 2.059, 0.110)

charge	+2
structure (SMILES)	[NH3+][C@H]1CC[NH2+]CC1=S(=O)=O
DFT total energy	-855.0989	Eh
highest occupied orbital energy (alpha / beta)	-18.122 / -18.121	eV
max |F|	4.6	eV/A
lowest unoccupied orbital energy (alpha / beta)	-9.6 / -9.6	eV
orbital gap (alpha / beta)	0.313 / 0.313	Ha

Atomic partial charges in e from the natural (NBO) method, atoms 1 to 4: number 1, C, carries -0.473; number 2, C, carries -0.218; number 3, C, carries -0.470; number 4, C, carries -0.231


# 5
The following is a quantum chemistry calculation of C5H12N2O3 in the gas phase, from the Open Molecules 2025 dataset.

Element x y z (Å)
O (-3.114, -1.895, 1.756)
C (-2.610, -0.729, 1.141)
C (-1.106, -0.597, 1.322)
O (-0.498, -1.723, 0.723)
C (-0.573, 0.699, 0.721)
N (0.878, 0.745, 0.818)
C (1.567, 1.504, -0.193)
C (1.677, 0.712, -1.487)
N (2.148, 1.307, -2.581)
H (-2.643, -2.648, 1.384)
H (-2.846, -0.724, 0.061)
H (-3.117, 0.129, 1.605)
H (-0.887, -0.596, 2.407)
H (0.400, -1.473, 0.438)
H (-0.870, 0.738, -0.339)
H (-1.053, 1.560, 1.218)
H (1.178, 1.020, 1.744)
H (1.093, 2.467, -0.462)
H (2.585, 1.720, 0.165)
O (2.196, -0.453, -1.477)
H (2.315, 2.303, -2.502)
H (2.794, 0.275, -2.831)

ΔE to the lowest compared entry with this formula, charge and spin	338.1	kJ/mol
charge	0
structure (SMILES)	NC(=O)CNC[C@H](O)CO
DFT total energy	-532.8652	Eh
highest occupied orbital energy	-9.615	eV
max |F|	6.0	eV/A
lowest unoccupied orbital energy	0.2	eV
orbital gap	0.360	Ha

Atomic partial charges in e from the natural (NBO) method, atoms 1 to 4: number 1, O, carries -0.714; number 2, C, carries -0.068; number 3, C, carries 0.067; number 4, O, carries -0.742


# 6
The following is a quantum chemistry calculation of C5H12N2OS in the gas phase, from the Open Molecules 2025 dataset.

Element x y z (Å)
C (-0.176, 0.268, 2.470)
C (0.820, -1.415, -0.595)
C (-0.848, -1.120, 0.036)
C (2.323, 0.294, -0.662)
C (-1.946, 0.874, -1.048)
N (1.762, -0.727, 0.057)
N (-1.276, 0.111, 0.061)
O (-1.173, 2.465, 1.153)
S (-0.241, 1.298, 1.059)
H (-1.087, 0.052, 2.999)
H (0.806, -0.063, 2.763)
H (1.085, -2.423, -0.485)
H (0.808, -1.297, -1.785)
H (-1.368, -1.873, -0.460)
H (-0.850, -1.476, 1.031)
H (1.601, 0.862, -1.302)
H (2.917, 1.055, -0.055)
H (3.082, -0.037, -1.370)
H (-1.596, 0.630, -2.063)
H (-3.008, 0.630, -0.842)
H (-1.633, 1.891, -0.963)

ΔE to the lowest compared entry with this formula, charge and spin	557.5	kJ/mol
charge	0
DFT total energy	-780.3908	Eh
highest occupied orbital energy (alpha / beta)	-8.654 / -7.734	eV
max |F|	6.0	eV/A
lowest unoccupied orbital energy (alpha / beta)	-0.5 / -1.3	eV
orbital gap (alpha / beta)	0.301 / 0.235	Ha

Atomic partial charges in e from the natural (NBO) method, atoms 1 to 4: number 1, C, carries -0.540; number 2, C, carries -0.290; number 3, C, carries -0.166; number 4, C, carries -0.470


# 7
The following is a quantum chemistry calculation of C5H12N2S in the gas phase, from the Open Molecules 2025 dataset.

Element x y z (Å)
C (1.618, 1.825, 0.219)
C (2.176, 0.360, 0.564)
C (-0.957, -1.594, 0.943)
C (-1.032, 0.021, -1.128)
C (-2.572, 0.929, 0.600)
H (1.354, 1.853, -0.915)
H (0.653, 1.851, 0.966)
H (2.433, 2.566, 0.670)
H (3.171, -0.016, 0.376)
H (1.926, 0.077, 1.612)
H (-0.210, -1.216, 1.913)
H (-0.726, -2.610, 0.694)
H (-2.212, -1.304, 1.117)
H (-0.922, 0.135, -2.143)
H (-1.586, 1.107, 1.363)
H (-3.268, 1.911, 0.596)
H (-2.984, -0.190, 0.980)
N (-0.209, -0.642, -0.128)
N (-2.156, 0.491, -0.827)
S (1.471, -0.772, -0.483)

ΔE to the lowest compared entry with this formula, charge and spin	534.7	kJ/mol
charge	0
structure (SMILES)	CCSN(C)/C=N\C
DFT total energy	-705.1892	Eh
highest occupied orbital energy	-8.619	eV
max |F|	4.8	eV/A
lowest unoccupied orbital energy	0.7	eV
orbital gap	0.342	Ha

Atomic partial charges in e from the natural (NBO) method, atoms 1 to 4: number 1, C, carries -0.642; number 2, C, carries -0.610; number 3, C, carries -0.397; number 4, C, carries 0.255


# 8
The following is a quantum chemistry calculation of a molecular structure, C5H12N3, from the Open Molecules 2025 dataset.

Element x y z (Å)
C (-0.588, -1.033, -0.941)
C (-0.456, -0.297, 1.057)
C (2.184, -1.049, -0.696)
C (-2.115, 1.376, 0.700)
C (2.317, -0.336, 0.472)
N (-0.440, -1.352, 0.369)
N (-0.787, 0.426, -1.037)
N (-0.829, 1.024, 0.269)
H (-0.888, -1.569, -1.879)
H (-0.096, -0.217, 2.021)
H (0.921, -1.211, -1.146)
H (2.704, -2.032, -0.715)
H (2.500, -0.455, -1.509)
H (-2.604, 0.358, 0.811)
H (-2.262, 1.877, 1.614)
H (-2.745, 2.011, -0.103)
H (2.366, 0.714, 0.685)
H (2.495, -0.822, 1.425)
H (-1.516, 0.861, -1.786)
H (-0.160, 1.726, 0.389)

ΔE to the lowest compared entry with this formula, charge and spin	703.8	kJ/mol
charge	+1
DFT total energy	-361.5001	Eh
highest occupied orbital energy	-12.162	eV
max |F|	6.0	eV/A
lowest unoccupied orbital energy	-3.8	eV
orbital gap	0.307	Ha

Atomic partial charges in e from the natural (NBO) method, atoms 1 to 4: number 1, C, carries -0.022; number 2, C, carries 0.133; number 3, C, carries -0.634; number 4, C, carries -0.457